Entry from the OMol25 dataset: C43H43BBrGeN5O2ReS as an isolated structure (ωB97M-V/def2-TZVPD).

Last column: Löwdin charge in e.
Element x y z (Å)
Re1 0.405 -0.478 0.926  1.47
N1 2.331 0.368 5.141  0.08
C1 1.957 -0.376 4.073  -0.94
S1 0.500 -1.262 4.126  0.61
N2 2.802 -0.365 3.056  -0.03
N3 2.311 -0.982 1.947  -0.21
C2 2.989 -1.974 1.496  -0.09
C3 2.491 -2.641 0.316  -0.27
C4 3.107 -3.736 -0.273  0.00
C5 2.525 -4.313 -1.384  -0.03
C6 1.347 -3.777 -1.886  -0.03
C7 0.790 -2.686 -1.254  -0.12
N4 1.342 -2.135 -0.166  -0.07
H1 1.801 0.308 5.988  0.08
H2 3.200 0.872 5.114  0.10
H3 3.877 -2.307 2.019  0.14
H4 4.031 -4.112 0.144  0.12
H5 2.987 -5.164 -1.865  0.12
H6 0.868 -4.189 -2.762  0.12
H7 -0.122 -2.223 -1.610  0.12
C8 -4.385 1.433 0.082  -0.06
C9 -3.365 0.300 0.026  -0.37
C10 -3.440 -0.415 -1.329  -0.03
C11 -3.528 -0.750 1.098  -0.14
C12 -4.761 -0.948 1.692  -0.03
C13 -4.955 -1.974 2.601  -0.05
C14 -3.935 -2.866 2.851  -0.05
C15 -2.674 -2.746 2.267  -0.10
C16 -1.715 -3.906 2.563  -0.36
C17 -0.372 -3.933 1.846  -0.11
C18 -2.424 -5.231 2.234  -0.07
C19 -2.451 -1.609 1.451  -0.19
N5 -1.155 -1.174 1.184  -0.10
H8 -4.125 2.183 -0.669  0.08
H9 -4.391 1.920 1.058  0.09
H10 -5.396 1.086 -0.141  0.08
H11 -2.386 0.757 0.152  0.09
H12 -4.401 -0.929 -1.414  0.09
H13 -2.649 -1.161 -1.429  0.07
H14 -3.359 0.292 -2.154  0.07
H15 -5.579 -0.282 1.457  0.11
H16 -5.912 -2.092 3.094  0.11
H17 -4.111 -3.684 3.536  0.11
H18 -1.517 -3.883 3.640  0.14
H19 -0.513 -3.881 0.765  0.07
H20 0.121 -4.882 2.067  0.09
H21 0.283 -3.138 2.187  -0.01
H22 -2.671 -5.268 1.170  0.09
H23 -3.342 -5.384 2.795  0.06
H24 -1.758 -6.067 2.454  0.08
Br1 -0.263 5.217 4.564  0.71
C20 -0.057 3.596 3.596  -0.69
C21 1.166 3.291 3.033  -0.13
C22 1.301 2.106 2.322  -0.15
C23 0.238 1.218 2.148  -0.35
C24 -0.981 1.560 2.755  -0.12
C25 -1.134 2.732 3.474  -0.12
H25 2.004 3.966 3.144  0.10
H26 2.277 1.866 1.918  0.06
H27 -1.830 0.892 2.680  0.09
H28 -2.081 2.972 3.939  0.10
Ge1 2.356 0.647 -0.742  0.98
C26 2.776 -0.410 -2.357  -0.32
C27 1.933 -0.533 -3.466  -0.12
C28 2.327 -1.238 -4.595  -0.08
C29 3.573 -1.848 -4.639  -0.09
C30 4.425 -1.737 -3.551  -0.09
C31 4.029 -1.022 -2.427  -0.13
C32 2.337 2.515 -1.360  -0.31
C33 2.009 2.824 -2.679  -0.10
C34 1.969 4.140 -3.120  -0.08
C35 2.266 5.173 -2.244  -0.09
C36 2.619 4.881 -0.932  -0.08
C37 2.655 3.564 -0.498  -0.11
H29 3.636 0.511 0.118  0.00
H30 0.952 -0.076 -3.450  0.09
H31 1.659 -1.309 -5.445  0.10
H32 3.882 -2.397 -5.520  0.10
H33 5.406 -2.196 -3.579  0.10
H34 4.719 -0.926 -1.595  0.09
H35 1.791 2.031 -3.383  0.09
H36 1.699 4.355 -4.146  0.10
H37 2.230 6.201 -2.581  0.10
H38 2.868 5.681 -0.247  0.10
H39 2.940 3.360 0.527  0.08
O1 -0.519 2.349 -0.257  0.13
B1 -0.176 1.022 -0.518  -0.79
O2 -0.528 0.708 -1.851  0.07
C38 -1.071 1.857 -2.377  -0.23
C39 -1.553 2.079 -3.646  0.00
C40 -2.030 3.362 -3.914  -0.08
C41 -2.019 4.356 -2.941  -0.08
C42 -1.530 4.114 -1.658  0.02
C43 -1.059 2.847 -1.409  -0.21
H40 -1.556 1.299 -4.396  0.12
H41 -2.419 3.588 -4.898  0.10
H42 -2.398 5.340 -3.185  0.10
H43 -1.505 4.879 -0.894  0.13

Forces on the atoms, in the same order (eV/Å):
Re 0.2 -0.4 0.9
N 0.0 0.0 -0.1
C -0.1 0.0 0.1
S 0.0 -0.1 0.0
N 0.1 0.0 0.0
N 0.0 0.0 0.0
C 0.1 0.0 0.0
C -0.1 0.0 -0.1
C 0.0 0.0 0.0
C 0.0 0.0 0.0
C 0.0 0.0 0.0
C 0.0 0.0 0.0
N -0.1 0.0 -0.1
H 0.0 0.0 0.0
H 0.0 0.0 0.0
H 0.0 0.0 0.0
H 0.0 0.0 0.0
H 0.0 0.0 0.0
H 0.0 0.0 0.0
H 0.0 0.0 0.0
C 0.0 0.0 0.0
C 0.0 0.0 0.0
C 0.0 0.0 0.0
C 0.1 -0.1 0.0
C 0.0 0.0 0.0
C 0.0 0.0 0.0
C 0.0 0.0 0.0
C 0.0 0.1 0.0
C 0.0 0.0 0.0
C 0.0 0.0 0.0
C 0.0 0.0 0.0
C 0.0 -0.1 0.4
N -0.4 0.1 -0.7
H 0.0 0.0 0.0
H 0.0 0.0 0.0
H 0.0 0.0 0.0
H 0.1 0.0 0.0
H 0.0 0.0 0.0
H 0.0 0.0 0.0
H 0.0 0.0 0.0
H 0.0 0.0 0.0
H 0.0 0.0 0.0
H 0.0 0.0 0.0
H 0.0 0.0 0.0
H 0.0 0.0 0.0
H 0.0 0.0 0.0
H 0.0 0.1 0.0
H 0.0 0.0 0.0
H 0.0 0.0 0.0
H 0.0 0.0 0.0
Br 0.0 0.0 0.0
C 0.0 0.0 0.0
C 0.0 0.0 0.0
C 0.0 -0.1 0.0
C -0.1 0.3 -0.2
C 0.0 0.1 0.0
C 0.0 0.0 0.0
H 0.0 0.0 0.0
H 0.0 0.0 0.0
H 0.0 0.0 0.0
H 0.0 0.0 0.0
Ge 0.2 0.2 -0.1
C 0.0 0.0 0.0
C 0.0 -0.1 0.0
C 0.0 0.0 0.0
C 0.0 0.0 0.0
C 0.0 0.0 0.0
C 0.0 0.0 0.0
C 0.0 0.0 0.0
C 0.0 0.0 0.0
C 0.0 0.0 0.0
C 0.0 0.0 0.0
C 0.0 0.0 0.0
C 0.0 0.0 0.0
H 0.0 0.0 0.0
H 0.0 0.0 0.0
H 0.0 0.0 0.0
H 0.0 0.0 0.0
H 0.0 0.0 0.0
H 0.0 0.0 0.0
H 0.0 0.0 0.0
H 0.0 0.0 0.0
H 0.0 0.0 0.0
H 0.0 0.0 0.0
H 0.0 0.0 0.0
O 0.0 0.1 0.0
B 0.0 -0.1 0.1
O 0.0 0.0 -0.1
C 0.0 0.0 0.0
C 0.0 0.0 0.0
C 0.0 0.0 0.0
C 0.0 0.0 0.0
C 0.0 0.0 0.0
C 0.0 0.0 0.0
H 0.0 0.0 0.0
H 0.0 0.0 0.0
H 0.0 0.0 0.0
H 0.0 0.0 0.0

The HOMO energy (alpha / beta) is -7.27 / -7.25 eV. Its molar mass is 1043.5 g mol⁻¹. Its orbital gap (alpha / beta) is 6.3 / 5.9 eV. The spin multiplicity is 2. The value obtained for the total energy is -7240.940977 Ha.



Entry from the OMol25 dataset: an isolated molecule of C15H21ClN2O3 (ωB97M-V/def2-TZVPD).

Last column: Löwdin charge in e.
Element x y z (Å)
C1 0.585 1.923 3.390  -0.08
C2 0.827 3.160 2.528  -0.42
C3 -0.483 3.909 2.299  -0.07
C4 1.537 2.825 1.206  -0.11
C5 0.678 2.082 0.174  -0.23
N1 0.333 0.742 0.578  0.11
C6 -0.944 0.286 0.356  -0.56
O1 -1.875 1.034 0.138  0.07
N2 -1.085 -1.066 0.517  0.07
C7 -2.284 -1.716 0.040  -0.17
C8 -2.235 -1.976 -1.479  -0.13
C9 -1.044 -2.819 -1.828  -0.24
C10 -1.123 -4.206 -1.789  -0.04
C11 -0.016 -4.992 -2.051  -0.10
C12 1.192 -4.382 -2.351  -0.68
Cl1 2.585 -5.358 -2.677  0.66
C13 1.296 -3.002 -2.394  -0.10
C14 0.178 -2.229 -2.133  -0.04
C15 1.392 2.024 -1.167  -0.48
O2 1.665 0.999 -1.739  0.11
O3 1.687 3.228 -1.657  0.13
H1 -0.148 1.270 2.927  0.07
H2 0.211 2.221 4.367  0.08
H3 1.508 1.365 3.534  0.08
H4 1.509 3.822 3.075  0.13
H5 -0.865 4.286 3.245  0.08
H6 -0.334 4.754 1.630  0.08
H7 -1.236 3.250 1.873  0.07
H8 1.862 3.757 0.741  0.12
H9 2.425 2.225 1.421  0.13
H10 -0.266 2.617 0.020  0.15
H11 1.089 0.074 0.543  0.15
H12 -0.247 -1.627 0.475  0.13
H13 -3.119 -1.052 0.268  0.12
H14 -2.403 -2.656 0.583  0.12
H15 -3.158 -2.474 -1.777  0.12
H16 -2.177 -1.012 -1.986  0.12
H17 -2.065 -4.680 -1.555  0.12
H18 -0.086 -6.068 -2.025  0.10
H19 2.238 -2.533 -2.629  0.11
H20 0.268 -1.153 -2.174  0.10
H21 2.127 3.148 -2.519  0.14

Forces on the atoms, in the same order (eV/Å):
C 0.0 0.2 0.0
C 0.0 -0.1 -0.1
C 0.3 0.0 0.1
C -0.2 0.1 0.0
C 0.0 0.1 0.1
N 0.2 0.2 -0.1
C 0.3 -0.3 0.4
O -0.4 0.2 -0.3
N 0.1 -0.2 0.1
C -0.2 0.1 -0.2
C 0.0 0.0 0.3
C -0.1 0.0 -0.1
C 0.1 0.1 0.0
C 0.1 0.0 0.0
C -0.2 0.1 0.0
Cl 0.1 -0.1 0.0
C 0.1 -0.1 0.0
C -0.1 -0.1 0.0
C -0.1 -0.4 -0.1
O 0.1 -0.1 -0.1
O 0.0 0.6 -0.1
H 0.0 -0.1 0.1
H 0.0 0.0 0.1
H 0.1 -0.1 0.0
H 0.0 0.0 -0.1
H -0.1 0.1 0.1
H -0.1 0.1 -0.1
H -0.1 -0.1 -0.1
H 0.1 0.0 0.0
H 0.1 0.0 0.0
H 0.2 -0.1 0.0
H -0.1 0.0 -0.1
H 0.0 0.1 0.0
H 0.0 -0.2 0.0
H -0.1 0.1 0.0
H 0.0 0.0 -0.1
H -0.1 0.0 0.0
H -0.1 -0.1 0.0
H 0.0 -0.1 0.0
H 0.1 0.0 0.0
H 0.0 0.1 0.0
H -0.1 -0.3 0.2

The HOMO energy is -8.96 eV. Its molar mass is 312.8 g mol⁻¹. Its orbital gap is 9.5 eV. The spin multiplicity is 1. The value obtained for the total energy is -1379.682804 Ha.



Entry from the OMol25 dataset: a 3-piece molecular cluster, C2H4BrNO overall at a distorted geometry (ωB97M-V/def2-TZVPD).

Last column: Löwdin charge in e.
Element x y z (Å)
C1 -0.789 -1.305 0.568  -0.09
C2 1.915 1.347 -0.226  -0.13
N1 -0.178 -1.872 -0.270  0.06
O1 2.212 0.801 -1.270  -0.02
Br1 -3.623 0.478 0.207  0.29
H1 0.975 1.131 0.324  0.07
H2 2.580 2.023 0.275  0.06
H3 0.455 -2.212 -0.928  0.05
H4 -3.547 -0.391 1.321  -0.29

Forces on the atoms, in the same order (eV/Å):
C 1.1 -1.2 -1.4
C -0.3 -1.4 -0.9
N -1.7 1.6 2.4
O -0.4 0.6 1.0
Br -0.2 0.1 -0.1
H 0.0 0.0 -0.3
H 0.7 0.7 0.3
H 0.8 -0.5 -0.9
H 0.1 0.0 0.0

The HOMO energy is -10.37 eV. Its molar mass is 138.0 g mol⁻¹. Its orbital gap is 11.1 eV. The spin multiplicity is 1. The value obtained for the total energy is -2782.532250 Ha.



Entry from the OMol25 dataset: a 2-piece molecular cluster, C4H9N2O overall at a distorted geometry (ωB97M-V/def2-TZVPD).

Last column: Löwdin charge in e.
Element x y z (Å)
C1 -2.150 0.892 -0.701  -0.33
N1 -1.665 -0.421 -0.498  0.06
O1 -2.210 1.812 0.088  0.08
H1 -2.686 0.927 -1.662  0.14
H2 -2.233 -0.729 0.312  0.15
H3 -2.102 -0.926 -1.275  0.12
C2 1.577 0.116 0.977  -0.12
C3 0.795 0.955 1.697  0.12
C4 1.820 -1.142 -0.995  0.16
N2 1.045 -0.485 -0.210  0.02
H4 2.656 -0.062 1.098  0.13
H5 -0.227 1.181 1.394  0.05
H6 1.117 1.382 2.639  0.09
H7 1.399 -1.941 -1.644  0.14
H8 2.876 -1.063 -0.873  0.11
H9 -0.012 -0.496 -0.346  0.09

Forces on the atoms, in the same order (eV/Å):
C -1.8 2.1 0.2
N -1.6 -0.4 0.6
O 0.9 -1.9 -0.8
H 0.4 0.6 -0.3
H 1.0 -0.2 0.1
H 0.6 -0.3 0.1
C -0.6 1.9 0.2
C 0.6 -1.2 -0.6
C -1.5 -1.0 0.1
N 1.1 -0.6 0.0
H -0.7 0.0 0.3
H 0.2 -0.1 0.0
H 0.2 0.0 -0.2
H 0.3 1.2 0.0
H 0.6 0.0 0.1
H 0.3 -0.2 0.2

The HOMO energy is -14.55 eV. Its molar mass is 101.1 g mol⁻¹. Its orbital gap is 9.5 eV. The spin multiplicity is 1. Its net charge is +1. The value obtained for the total energy is -342.255041 Ha.



Entry from the OMol25 dataset: an isolated molecule of C3H7N3O2 at a distorted geometry (ωB97M-V/def2-TZVPD).

Last column: Löwdin charge in e.
Element x y z (Å)
H1 1.320 0.998 0.930  0.10
N1 0.253 0.954 0.550  0.13
C1 0.348 -0.147 0.001  -0.59
N2 1.674 -0.750 -0.219  -0.17
N3 2.903 -0.182 0.056  -0.13
O1 -0.605 -0.941 -0.480  0.02
C2 -2.012 -0.485 0.082  -0.30
C3 -2.305 0.866 -0.413  0.00
O2 -2.596 -1.397 0.605  0.17
H2 1.399 -1.772 -0.319  0.15
H3 3.210 -0.065 1.273  0.17
H4 3.751 -0.803 -0.616  0.19
H5 -2.237 1.626 0.285  0.07
H6 -3.306 0.892 -0.395  0.05
H7 -1.797 1.205 -1.341  0.13

Forces on the atoms, in the same order (eV/Å):
H -3.2 1.2 -1.0
N 2.8 2.1 2.9
C 4.0 -1.9 -1.4
N -4.0 -2.8 -0.8
N 3.4 -1.2 1.2
O -1.6 0.8 0.9
C 1.8 -3.6 -0.4
C 1.7 -0.4 -0.9
O 0.9 3.0 -1.0
H 1.9 1.3 0.5
H -0.9 -1.3 -4.4
H -3.5 2.6 3.2
H 1.5 1.3 1.9
H -4.2 -0.2 -1.3
H -0.5 -0.7 0.7

The HOMO energy is -8.64 eV. Its molar mass is 117.1 g mol⁻¹. Its orbital gap is 9.2 eV. The spin multiplicity is 1. The value obtained for the total energy is -433.101567 Ha.



Entry from the OMol25 dataset: a 3-piece molecular cluster, C4H7NO2 overall at a distorted geometry (ωB97M-V/def2-TZVPD).

Last column: Löwdin charge in e.
Element x y z (Å)
C1 1.191 0.971 0.791  -0.07
C2 1.911 -0.284 0.391  -0.31
C3 -1.835 -1.215 0.246  -0.11
N1 -2.022 0.008 -0.038  0.01
C4 -0.696 0.650 -2.613  0.00
O1 0.377 0.906 -2.338  0.01
O2 1.378 -1.309 0.033  0.01
H1 0.123 0.906 0.561  0.04
H2 1.640 1.831 0.280  0.08
H3 1.333 1.131 1.868  0.09
H4 3.020 -0.238 0.456  0.12
H5 -0.846 -1.524 0.587  0.04
H6 -2.598 -1.997 0.148  0.07
H7 -2.975 0.162 -0.374  0.04

Forces on the atoms, in the same order (eV/Å):
C -0.1 0.0 0.0
C -0.1 -0.2 0.0
C 0.0 0.2 0.0
N -0.2 -0.4 0.1
C 1.3 0.3 0.3
O -1.3 -0.3 -0.3
O 0.3 0.5 0.2
H 0.2 0.0 0.1
H 0.0 -0.1 0.1
H 0.0 0.0 -0.1
H -0.1 0.0 0.0
H -0.1 0.0 0.0
H 0.0 0.2 0.0
H 0.1 0.0 0.0

The HOMO energy is -9.85 eV. Its molar mass is 101.1 g mol⁻¹. Its orbital gap is 11.0 eV. The spin multiplicity is 1. The value obtained for the total energy is -361.797117 Ha.